No. 1
Here is a structure of composition C2H9NO3 in a non-equilibrium geometry from OMol25. Energies are from ωB97M-V/def2-TZVPD.

Summary:
gap between HOMO and LUMO = 8.2600 eV
ΔE to the lowest compared entry with this formula, charge and spin = 478.4 kJ/mol
LUMO = -0.1 eV
largest force on an atom = 2.60 eV Å⁻¹
electronic energy = -9848.6886 eV

Last column: Löwdin charge in e.
Geometry (Å):
O1 0.8311 0.9013 1.7560  -0.04
C1 0.2754 -0.1773 1.1498  -0.23
C2 0.8949 -0.7348 -0.0419  -0.07
N1 0.4027 -1.9142 -0.6248  0.09
H1 -0.6898 -0.4611 1.5454  0.16
H2 0.9891 -1.1250 1.2193  0.17
H3 1.9660 -0.5732 -0.1190  0.16
H4 0.7714 -1.9682 -1.5740  0.11
H5 -0.6184 -1.7444 -0.6854  0.09
H6 0.1118 2.9794 -0.3480  -0.06
H7 0.2921 1.6380 1.2794  0.08
O2 -0.0590 2.0384 -0.2739  -0.39
H8 -2.2500 0.2236 -1.6963  0.05
H9 -1.2064 0.8729 -0.6727  -0.01
O3 -1.7111 0.0444 -0.9140  -0.12



No. 2
Here is a cluster of 3 separate species, C2H9NO3 in total in a non-equilibrium geometry from OMol25. Energies are from ωB97M-V/def2-TZVPD.

Summary:
structure (SMILES) = NCC=O.O.O
gap between HOMO and LUMO = 9.7834 eV
ΔE to the lowest compared entry with this formula, charge and spin = 199.7 kJ/mol
LUMO = 0.6 eV
largest force on an atom = 1.02 eV Å⁻¹
electronic energy = -9851.5771 eV

Last column: Löwdin charge in e.
Geometry (Å):
O1 -2.2869 1.6867 -0.8895  0.06
C1 -1.4406 1.0039 -1.3926  -0.25
C2 0.0478 1.3424 -1.4354  -0.25
N1 0.7943 0.9971 -0.2603  0.00
H1 -1.7390 0.1067 -1.9773  0.11
H2 0.4431 0.8177 -2.3129  0.11
H3 0.1258 2.4137 -1.6045  0.12
H4 1.2297 1.6889 0.3190  0.07
H5 1.3278 0.1472 -0.2728  0.07
H6 2.8825 -5.6288 1.4278  0.03
H7 3.5129 -5.0370 0.1743  0.03
O2 3.5000 -4.9626 1.1324  -0.06
H8 -2.6282 1.5056 3.0666  0.03
H9 -2.7897 1.7691 1.5821  0.00
O3 -2.9794 2.1496 2.4432  -0.06



No. 3
Here is a cluster of 3 separate species, C2H9NO3 in total in a non-equilibrium geometry from OMol25. Energies are from ωB97M-V/def2-TZVPD.

Summary:
structure (SMILES) = CC(N)=O.O.O
gap between HOMO and LUMO = 10.2169 eV
ΔE to the lowest compared entry with this formula, charge and spin = 134.2 kJ/mol
LUMO = 0.6 eV
largest force on an atom = 4.07 eV Å⁻¹
electronic energy = -9852.2554 eV

Last column: Löwdin charge in e.
Geometry (Å):
C1 2.0528 0.8568 -0.9234  -0.01
C2 0.7330 1.2242 -0.2627  -0.61
N1 -0.4319 1.2729 -0.9771  0.15
O1 0.7350 1.3544 0.9704  -0.02
H1 2.1489 -0.0082 -0.1784  0.12
H2 2.6887 1.7721 -1.0055  0.10
H3 1.9584 0.5569 -1.9301  0.04
H4 -1.3250 1.3028 -0.5396  0.08
H5 -0.2324 1.2689 -2.0197  0.13
H6 -1.6265 -1.8557 -0.0431  0.02
H7 -3.0599 -1.5417 -0.0438  0.08
O2 -2.1873 -1.1199 -0.3149  -0.09
H8 -0.9546 -1.2415 2.9084  0.04
H9 0.1156 -1.8053 1.8782  0.04
O3 -0.6148 -2.0367 2.4813  -0.07



No. 4
Here is a cluster of 3 separate species, C2H9NO4 in total in a non-equilibrium geometry from OMol25. Energies are from ωB97M-V/def2-TZVPD.

Summary:
structure (SMILES) = CNC(=O)O.O.O
gap between HOMO and LUMO = 10.3815 eV
ΔE to the lowest compared entry with this formula, charge and spin = 68.0 kJ/mol
LUMO = 0.5 eV
largest force on an atom = 2.14 eV Å⁻¹
electronic energy = -11900.1240 eV

Last column: Löwdin charge in e.
Geometry (Å):
C1 -1.9487 2.4153 0.2883  -0.05
N1 -0.9312 1.4064 0.0195  0.01
C2 -1.1781 0.1329 -0.3472  -0.63
O1 -1.7100 -0.6315 0.6501  0.09
O2 -0.8560 -0.4233 -1.3804  0.08
H1 -2.6182 2.4013 -0.5640  0.09
H2 -1.4245 3.3498 0.4554  0.09
H3 -2.4977 2.2058 1.1897  0.08
H4 -0.0107 1.7007 -0.2659  0.14
H5 -2.2722 -1.3143 0.2611  0.12
H6 3.6581 -1.6305 0.0242  0.03
H7 4.5283 -2.6601 -0.6879  0.03
O3 4.0613 -1.8339 -0.8505  -0.08
H8 1.1241 -1.3702 -0.3095  0.03
H9 0.7015 -2.1847 0.9121  0.04
O4 1.3741 -1.5638 0.6049  -0.06